No. 1
# C5H4S2

The molecule C5H4S2 (ωB97M-V with the def2-TZVPD basis set, the OMol25 dataset).

Structure (XYZ):
```
11
C5H4S2, DFT ωB97M-V with the def2-TZVPD basis set
C -2.05716 -0.77853 0.22965
C -0.69519 -0.42645 -0.10038
C -0.17090 0.87287 -0.22146
C 1.15209 1.03384 -0.02025
C 1.92525 -0.27792 -0.11658
S 3.52712 -0.59481 0.07109
S 0.66859 -1.62575 -0.16798
H -2.40601 -1.85568 0.17909
H -2.73713 -0.03816 0.27726
H -0.81955 1.68449 -0.14496
H 1.61288 2.00610 0.01453
```

No. 2
# C5H5BFNO3

The molecule C5H5BFNO3 (ωB97M-V with the def2-TZVPD basis set, the OMol25 dataset).

Structure (XYZ):
```
16
C5H5BFNO3, DFT ωB97M-V with the def2-TZVPD basis set
B -0.50540 0.55851 -0.73946
C 2.13192 -0.61761 1.12125
C -1.40328 1.64050 -1.16617
C 0.18161 0.75310 0.71541
C 1.68226 -1.97927 1.00574
C -2.41090 2.35567 -1.56795
N 1.29318 0.41555 1.25643
O 2.32477 -2.91606 0.66538
O -0.42315 -0.47315 -1.55357
O 0.31410 -2.09820 1.22892
F -0.41207 1.73084 1.39173
H 3.17685 -0.37501 1.27025
H -3.36993 2.12139 -1.16225
H -2.39244 3.14552 -2.33868
H -0.23166 -1.32010 -1.25799
H 0.04411 -2.94169 1.13097
```

No. 3
26
Properties=species:S:1:pos:R:3 method="wB97M-V/def2-TZVPD" total_charge=-3
Ba -0.08017 -0.25605 0.18996
O -4.38814 -1.78825 0.87233
C -3.07374 -1.42318 0.68742
O -2.74909 -0.40033 1.33872
O -2.31526 -1.98448 -0.16446
H -4.42188 -1.00930 1.48779
O 4.35880 0.24112 -1.16075
C 3.46251 1.27300 -1.33928
O 3.72894 2.24722 -2.06902
O 2.35446 1.02452 -0.77397
H 3.64791 -0.38530 -0.90547
O -0.14810 1.79423 4.20346
C 0.31361 1.26038 3.01255
O -0.08886 1.81758 1.95059
O 0.95090 0.19354 3.05940
H -0.63626 2.44640 3.64501
O 2.72423 -4.05691 -0.18824
C 2.01758 -2.88711 0.07983
O 1.95136 -2.03937 -0.83933
O 1.45174 -2.67978 1.15602
H 2.95004 -3.62236 -1.04539
O -2.88549 2.83453 -2.11631
C -2.26563 1.69550 -2.56739
O -1.79110 0.88668 -1.73086
O -2.16018 1.54029 -3.80374
H -2.90816 3.27744 -2.97887

No. 4
18
Properties=species:S:1:pos:R:3 method="wB97M-V/def2-TZVPD" total_charge=+1
C 2.71738 0.29048 0.20580
C 1.55132 0.76054 -0.59367
Br 1.83628 0.78641 -2.43190
C 0.34815 1.15829 -0.13129
Br 0.12419 1.09271 1.87933
N -0.72132 1.55757 -0.83904
C -1.78062 0.79791 -0.50624
O -1.96185 -0.60041 -1.21987
C -1.47980 -1.50937 -0.46644
F -1.86229 -2.73986 -0.72002
F -0.15489 -1.52706 -0.30414
F -1.88355 -1.22969 0.95364
H 3.18105 -0.53497 -0.31889
H 2.40151 -0.08982 1.16493
H 3.46875 1.06234 0.32433
H -1.72557 0.60260 0.55657
H -2.72172 1.29351 -0.69243
Sr -1.33703 -1.17118 3.13935

Computed DFT total energy (hartree) in order:
-989.227657 -598.637292 -1347.911071 -5801.537444